# 1
DFT (ωB97M-V/def2-TZVPD) results for the molecule CH4N2 at a distorted geometry.

Structure (XYZ):
```
7
Properties=species:S:1:pos:R:3:mulliken_charge:R:1
C -0.6281 -0.7754 0.2159 -0.3247
N -0.1114 0.2308 0.7375 -0.2621
N 0.3649 0.9894 -0.3360 -0.4544
H -0.6326 -1.6093 0.9686 0.2110
H -0.6380 -1.3250 -0.6906 0.2947
H 0.9331 0.4150 -1.0111 0.2546
H 0.7122 2.0745 0.1157 0.2811
```

- spin multiplicity = 1
- energy (hartree) = -149.88986
- strongest force on any atom (eV/A) = 6.77
- frontier orbital gap (eV) = 9.90
- LUMO level (hartree) = 0.038

=====

# 2
DFT (ωB97M-V/def2-TZVPD) results for the molecule CH4N2 at a distorted geometry.

Structure (XYZ):
```
7
Properties=species:S:1:pos:R:3:mulliken_charge:R:1
C -0.0586 0.2396 -1.0775 -0.3108
N 0.2032 0.6004 0.1365 -0.2623
N 0.0996 -0.2029 1.1991 -0.2860
H 0.0968 1.1062 -1.7942 0.2400
H -0.1825 -0.8450 -1.4484 0.2035
H -0.0064 0.2351 2.0434 0.2116
H -0.1520 -1.1334 0.9411 0.2041
```

- spin multiplicity = 1
- energy (hartree) = -149.94308
- strongest force on any atom (eV/A) = 3.92
- frontier orbital gap (eV) = 10.08
- LUMO level (hartree) = 0.046